Entry 1:
This record from OMol25 describes C23H58B3O17P3 as an isolated structure. The level of theory is ωB97M-V/def2-TZVPD.

Summary:
Highest occupied orbital energy = -10.1 eV
ΔE to the lowest compared entry with this formula, charge and spin = 0.000 eV
Spin multiplicity = 1
Kohn-Sham gap = 0.383 Ha

Last column: Löwdin charge in e.
CARTESIAN COORDINATES (ANGSTROEM)
O1 -1.3025 3.7612 2.4435  -0.22
O2 5.2363 -3.0322 3.8285  -0.18
C1 5.6261 -2.4344 -1.3652  -0.07
H1 -10.2762 0.7681 -1.8515  0.09
O3 -10.3901 -0.5376 -3.8528  -0.02
H2 5.8843 -5.2386 5.1421  0.09
H3 4.9681 -1.9026 -0.6741  0.05
H4 0.1413 4.1482 -1.9133  0.12
H5 2.8660 0.1758 -3.1531  0.11
H6 -2.1113 0.1769 1.2624  0.11
P1 -1.7103 3.6017 1.0381  0.45
H7 6.9793 3.4346 -0.9444  0.12
H8 1.8591 2.2166 -4.0402  0.08
H9 8.1060 2.0956 0.7624  0.08
H10 5.0601 -2.6443 -2.2743  0.09
H11 -4.1885 6.0724 1.4357  0.12
H12 6.8064 -2.8616 5.0919  0.12
H13 0.6418 -4.1359 3.3176  0.09
P2 3.6625 -3.0139 3.5819  0.39
H14 1.1254 4.0113 0.9837  0.07
H15 1.1786 -3.6885 4.9341  0.06
H16 -3.5669 2.0806 3.1553  0.08
H17 -1.2965 6.5984 0.5883  0.06
H18 -6.6218 -4.1060 -4.7479  0.12
H19 5.2806 -2.3027 5.7696  0.11
H20 7.3216 0.6197 0.2045  0.05
C2 -9.5512 -2.2000 -2.3263  -0.12
C3 3.0497 -1.3167 1.6469  -0.27
H21 -5.7472 -0.5080 -4.2772  0.12
H22 7.5533 -2.2037 -2.2928  0.12
H23 4.5263 -0.0682 2.6102  0.08
H24 7.3942 -1.3441 -0.7716  0.10
H25 -9.5982 -2.9815 -3.0903  0.14
H26 -6.2094 1.0341 -2.6055  0.06
O4 -7.1611 -4.0333 -2.5616  0.28
H27 0.0315 5.4443 -0.7369  0.10
P3 5.3634 0.5472 -2.1316  0.45
C4 1.1667 3.7293 -0.0715  -0.08
C5 2.3234 -5.2854 4.0252  -0.24
H28 -10.0799 -0.7041 -4.7433  0.09
C6 4.0319 -0.1690 1.6418  -0.08
C7 -2.3743 6.7621 0.5112  -0.08
C8 5.5410 -4.4461 5.8075  -0.07
C9 2.9451 2.1819 -3.9369  -0.07
H29 3.5298 0.7676 1.4044  0.07
H30 -3.2509 0.3755 3.5256  0.08
C10 -5.1958 0.6433 -2.5489  -0.08
H31 3.3896 2.7184 -4.7759  0.08
H32 2.1351 -6.1742 3.4262  0.12
H33 2.1286 4.0567 -0.4658  0.08
B1 -5.4470 -1.9614 -2.7465  -0.54
C11 -9.3020 0.2843 -1.8801  -0.01
O5 -2.3128 2.1426 0.8128  -0.18
C12 -2.1878 1.1189 1.8072  -0.27
O6 4.8292 0.6854 -3.6285  -0.18
C13 -3.1337 5.7993 1.4060  -0.29
H34 -1.2653 1.2415 2.3746  0.11
H35 -4.9055 0.4867 -1.5120  0.08
B2 -6.3042 -3.8337 -3.6339  -0.32
H36 -4.2902 0.8218 2.1617  0.08
O7 6.5760 -0.4301 -2.4535  -0.16
H37 -8.5314 1.0098 -2.1338  0.07
O8 6.2271 1.9189 -2.0405  -0.19
O9 -6.2040 -2.0616 -1.5825  0.33
O10 2.9598 -2.0285 4.4059  -0.21
H38 3.2291 2.7099 -3.0260  0.07
H39 5.7500 2.4874 -0.1084  0.11
O11 -1.2599 3.8342 -0.4762  -0.17
H40 2.6786 -1.4927 0.6356  0.12
H41 1.1161 2.6409 -0.1291  0.09
C14 6.6203 2.4209 -0.7673  -0.28
H42 -9.0545 -0.1118 -0.8964  0.09
C15 5.7437 -3.0870 5.1671  -0.27
H43 -4.5206 1.4037 -2.9429  0.07
H44 2.1864 -1.0947 2.2748  0.11
C16 3.4243 0.7487 -3.8933  -0.28
O12 -8.5544 -2.5088 -1.3576  0.13
H45 8.5250 1.4092 -0.8209  0.09
H46 6.0880 -4.5099 6.7481  0.08
C17 1.0311 -4.5292 4.2574  -0.08
O13 4.2415 0.7555 -1.2025  -0.22
H47 4.8021 -0.3418 0.8944  0.04
C18 -3.3943 1.0965 2.7200  -0.07
H48 -4.0585 -0.6693 -3.8592  0.11
C19 6.8641 -1.6214 -1.6843  -0.24
H49 -2.5737 7.7940 0.8018  0.08
C20 -9.3333 -0.8214 -2.9321  -0.40
O14 -3.0908 4.4595 0.9328  -0.20
C21 -5.0592 -0.6177 -3.4280  -0.10
H50 -10.5161 -2.1904 -1.8166  0.14
C22 7.7106 1.5889 -0.1183  -0.07
O15 3.6771 -2.5365 2.0571  -0.19
H51 -2.7506 5.8459 2.4286  0.11
O16 -5.1175 -3.1909 -3.3400  0.25
H52 -8.3909 -0.8040 -3.4978  0.14
H53 5.9006 -3.3776 -0.8942  0.09
H54 -2.6627 6.6247 -0.5316  0.08
B3 -7.3217 -2.8619 -1.8118  -0.70
H55 2.7562 -5.6193 4.9705  0.10
C23 0.0313 4.3586 -0.8507  -0.25
H56 3.2710 0.2653 -4.8587  0.12
H57 0.2864 -5.1906 4.7005  0.08
O17 3.3115 -4.5285 3.2880  -0.16
H58 4.4847 -4.6213 6.0243  0.06

---

Entry 2:
This record from OMol25 describes a 10-piece molecular cluster, C23H58F2N8O17S2 overall. The level of theory is ωB97M-V/def2-TZVPD.

Summary:
Highest occupied orbital energy (spin up / spin down) = -15.1 / -14.7 eV
Total charge = +5
Spin multiplicity = 2
Expectation value of S² = 0.759
Kohn-Sham gap (spin up / spin down) = 0.082 / 0.068 Ha

Last column: Löwdin charge in e.
CARTESIAN COORDINATES (ANGSTROEM)
N1 -0.2683 3.3013 -0.0973  0.09
H1 -3.0395 -6.2268 -1.7873  0.08
H2 4.0368 0.6139 5.4144  0.18
C1 2.2738 -1.9123 -7.4518  0.05
N2 -4.5409 -3.5772 1.7437  0.07
H3 -7.8678 -2.2892 1.8494  0.12
H4 -2.7766 -3.2353 2.4713  0.11
H5 3.8563 -0.3227 -3.7158  0.12
H6 1.5016 -1.9709 5.9917  0.11
H7 4.0666 2.5696 3.7354  0.12
H8 -2.4924 -7.6784 -0.8291  0.12
H9 -6.6286 -1.8015 0.8788  0.08
H10 -2.9736 2.8651 3.9204  0.16
H11 -1.6413 3.5580 4.2471  0.17
H12 3.6688 2.6181 -3.1311  0.11
O1 5.4055 2.6461 1.1893  -0.01
H13 -0.7720 0.2601 -1.6600  0.05
H14 2.7060 -2.8967 -4.9478  0.17
O2 -0.3553 -1.5882 1.3273  -0.26
H15 -2.9059 1.1915 -1.8048  0.09
C2 -6.9766 -2.7051 1.3793  0.04
C3 -1.7255 3.7666 -0.4865  0.05
H16 -0.2498 3.3624 0.9107  0.16
H17 1.1913 0.3202 -4.0089  0.04
O3 0.1833 0.5916 2.4369  -0.24
C4 0.7759 4.1031 -0.8892  -0.31
N3 3.3050 -2.0859 -5.0091  0.12
O4 -6.2069 -3.9128 3.3929  0.21
O5 -1.0033 2.4030 -3.5307  0.17
C5 -2.9588 3.9073 5.7479  -0.33
N4 3.2318 0.8773 4.8642  0.11
O6 5.9951 1.4546 -0.5343  0.10
S1 -0.2858 -0.1270 1.3087  0.62
O7 1.6626 -1.2756 -0.6458  -0.27
O8 0.2110 -6.9245 -1.1662  0.23
N5 0.1512 0.6699 -0.1717  -0.31
H18 -4.1502 4.6954 4.1920  0.07
H19 2.2901 -1.2060 -3.4297  0.06
C6 -0.8548 -6.3823 -1.2451  -0.34
H20 4.2642 -2.3400 -5.1976  0.19
O9 4.8503 3.7385 -4.2853  0.28
C7 1.7154 -0.9021 5.9844  0.03
H21 -3.3010 0.0181 -3.1133  0.11
H22 -2.8512 -0.5492 -1.4908  0.08
H23 -0.8811 -0.7533 -2.9071  0.15
C8 -5.9673 -3.3842 2.3285  -0.32
H24 5.4800 1.0499 0.1675  0.07
C9 3.6035 1.6018 3.5432  0.04
C10 -2.2536 -6.9622 -1.6153  0.05
H25 -3.4776 5.9297 4.9404  0.13
N6 -1.0410 -4.9784 -0.6988  0.10
C11 2.5239 -0.5045 4.7742  -0.32
C12 -3.8730 4.9516 5.2145  0.04
H26 2.7125 1.5288 5.4352  0.16
H27 2.6917 3.0218 -0.0400  0.06
H28 2.1547 -1.2380 -8.2998  0.12
H29 1.0497 1.7066 -5.0046  0.10
H30 2.6880 1.8125 2.9903  0.07
O10 0.5037 4.5352 -1.9949  0.18
H31 -1.1671 -5.0646 0.2996  0.17
H32 -1.8439 -4.5002 -1.0819  0.14
H33 0.5927 -4.0582 -1.9226  0.10
H34 -0.2193 2.3581 -0.4553  0.06
H35 2.8469 4.2782 -1.2017  0.10
O11 3.0875 2.5534 -3.8923  0.11
H36 2.1761 -0.7934 6.9663  0.11
H37 0.0178 0.3589 -5.4825  0.12
C13 3.7777 3.2946 -4.7387  -0.73
H38 -2.3399 1.4819 6.0164  0.12
C14 5.7599 2.6028 0.0420  -0.99
H39 -3.2653 -2.1048 1.1152  0.08
N7 -1.1411 0.1717 -2.5960  0.10
C15 2.8243 -1.2085 -6.1871  -0.32
C16 -1.6903 1.7367 5.1789  0.02
O12 5.8038 3.6115 -0.6553  0.01
H40 -7.2395 -3.3022 0.5061  0.11
H41 -3.9740 -1.7720 2.7319  0.12
H42 3.1997 -2.3973 -7.7611  0.11
O13 2.5335 0.7526 0.6020  -0.23
H43 -4.7177 -3.4193 0.7619  0.14
H44 2.4503 4.7022 0.4136  0.11
H45 -0.6575 2.0052 5.4006  0.11
C17 -0.5712 1.2724 -3.5756  -0.29
O14 2.9104 0.0021 -6.0705  0.15
H46 1.5318 -2.7012 -7.3288  0.10
H47 -4.9283 4.8698 5.4748  0.13
O15 2.6790 -1.2256 3.7770  0.14
S2 1.5100 0.1268 -0.2568  0.42
C18 2.2369 3.9605 -0.3561  0.05
C19 -3.5085 -2.5220 2.0924  0.04
H48 3.7333 -1.9299 -2.9446  0.11
H49 -1.8992 4.7816 -0.1291  0.11
F1 -1.8668 0.2622 1.2158  -0.22
O16 -2.5330 3.8580 6.8975  0.21
C20 -2.6767 0.2202 -2.2430  0.06
F2 1.9115 0.8367 -1.6058  -0.15
H50 -4.3706 -4.5719 1.7823  0.18
H51 -2.2838 -7.5588 -2.5269  0.12
C21 0.4754 0.8596 -4.6292  0.03
H52 -1.7552 0.8755 4.5139  0.09
H53 -2.2943 3.0654 0.1241  0.08
H54 0.7775 -0.3467 5.9794  0.08
N8 -2.3441 2.9915 4.7000  0.07
H55 4.2588 0.9330 2.9851  0.10
C22 3.3366 -1.2808 -3.7252  0.02
H56 0.9796 -4.2421 -0.2702  0.12
C23 0.1497 -3.9873 -0.9293  0.03
H57 -1.8801 3.6593 -1.5601  0.08
H58 -0.1896 -2.9689 -0.7401  0.05
O17 3.3660 3.5338 -5.9008  0.18